1.
DFT (the ωB97M-V functional and the def2-TZVPD basis) results for 11 unconnected molecules or ions with the total composition H22O11.

Cartesian coordinates (Å):
H1 0.056 1.371 0.137
H2 -0.604 0.588 1.128
H3 -0.589 -2.177 -1.985
H4 0.495 -1.817 -2.957
H5 -2.439 -2.087 2.786
H6 -2.118 -0.678 2.748
H7 -3.294 0.653 0.252
H8 -4.744 1.174 0.284
H9 -4.461 3.506 -1.534
H10 -3.093 3.475 -1.352
H11 -2.314 -1.067 -1.389
H12 -3.151 -2.246 -1.354
H13 1.619 -0.029 0.519
H14 2.153 -1.405 0.918
H15 4.207 0.939 1.967
H16 3.798 2.480 2.325
H17 -0.799 -2.187 1.099
H18 0.327 -1.224 1.608
H19 4.129 1.003 -1.323
H20 5.003 2.216 -1.727
H21 2.298 -1.064 -2.150
H22 2.356 -1.856 -0.997
O1 -0.539 1.466 0.920
O2 -0.049 -2.596 -2.753
O3 -1.935 -1.491 3.347
O4 -4.036 1.004 0.826
O5 -3.691 4.105 -1.714
O6 -2.306 -2.027 -1.177
O7 1.754 -0.591 1.235
O8 4.297 1.909 1.760
O9 0.089 -1.932 0.937
O10 4.892 1.590 -1.050
O11 2.689 -1.005 -1.337

Output
Energy above the lowest of the compared OMol25 structures with the same formula, charge and spin in kcal per mole: 110.41
SMILES: O.O.O.O.O.O.O.O.O.O.O
DFT total energy in hartree: -840.70418
Total charge: 0
E_HOMO in eV: -10.680

***

2.
DFT (the ωB97M-V functional and the def2-TZVPD basis) results for 9 unconnected molecules or ions with the total composition C57H63F8NO3P.

Cartesian coordinates (Å):
C1 -4.542 -1.912 3.014
C2 -3.325 -1.494 2.170
C3 -2.982 -0.034 2.470
O1 -1.589 0.246 2.117
P1 -1.279 1.606 1.386
O2 -2.174 1.605 0.031
C4 -1.745 3.115 2.293
N1 -3.210 3.165 2.380
C5 0.443 1.644 0.880
C6 1.439 1.707 2.061
C7 2.049 0.334 2.358
C8 3.234 0.030 1.476
O3 2.858 -0.007 0.115
C9 3.942 -0.385 -0.705
H1 -5.034 -2.756 2.540
H2 -4.220 -2.158 4.024
H3 -5.263 -1.092 3.048
H4 -3.621 -1.537 1.118
H5 -2.470 -2.154 2.309
H6 -3.157 0.178 3.524
H7 -3.670 0.588 1.902
H8 -2.005 2.467 -0.389
H9 -1.397 3.953 1.670
H10 -1.337 3.158 3.300
H11 -3.516 3.994 2.872
H12 -3.634 3.161 1.462
H13 0.586 0.757 0.257
H14 0.542 2.542 0.266
H15 0.960 2.148 2.940
H16 2.235 2.406 1.794
H17 1.273 -0.433 2.297
H18 2.403 0.324 3.392
H19 4.031 0.770 1.635
H20 3.650 -0.948 1.750
H21 4.554 -1.163 -0.249
H22 4.608 0.460 -0.922
H23 3.583 -0.741 -1.668
F1 1.460 4.499 -0.510
C10 1.182 4.489 -1.845
C11 0.949 5.682 -2.496
C12 0.661 5.651 -3.854
C13 0.600 4.440 -4.532
C14 0.833 3.253 -3.852
C15 1.135 3.275 -2.499
H24 0.992 6.615 -1.948
H25 0.483 6.577 -4.383
H26 0.371 4.421 -5.590
H27 0.782 2.309 -4.372
H28 1.332 2.358 -1.956
F2 6.130 -5.448 -2.018
C16 4.919 -5.203 -1.484
C17 4.833 -4.397 -0.367
C18 3.584 -4.142 0.184
C19 2.447 -4.699 -0.388
C20 2.556 -5.507 -1.512
C21 3.800 -5.763 -2.071
H29 5.730 -3.985 0.060
H30 3.497 -3.512 1.060
H31 1.473 -4.507 0.044
H32 1.670 -5.944 -1.953
H33 3.907 -6.385 -2.949
F3 -3.926 7.985 1.840
C22 -2.594 7.818 1.778
C23 -2.088 6.723 1.106
C24 -0.711 6.550 1.041
C25 0.137 7.464 1.650
C26 -0.394 8.558 2.322
C27 -1.768 8.743 2.386
H34 -2.769 6.020 0.641
H35 -0.297 5.701 0.512
H36 1.209 7.326 1.599
H37 0.264 9.271 2.799
H38 -2.199 9.592 2.899
F4 -1.817 1.643 -4.245
C28 -2.034 0.318 -4.081
C29 -2.267 -0.132 -2.797
C30 -2.490 -1.485 -2.589
C31 -2.470 -2.363 -3.665
C32 -2.232 -1.886 -4.948
C33 -2.015 -0.532 -5.166
H39 -2.266 0.578 -1.984
H40 -2.679 -1.855 -1.589
H41 -2.641 -3.419 -3.505
H42 -2.215 -2.571 -5.785
H43 -1.834 -0.142 -6.159
F5 -0.506 -6.439 0.357
C34 -0.308 -6.960 1.587
C35 0.946 -7.428 1.923
C36 1.146 -7.958 3.190
C37 0.095 -8.020 4.095
C38 -1.160 -7.547 3.734
C39 -1.367 -7.007 2.472
H44 1.751 -7.377 1.201
H45 2.125 -8.323 3.470
H46 0.253 -8.438 5.080
H47 -1.981 -7.599 4.436
H48 -2.336 -6.629 2.173
F6 -7.893 -2.418 3.155
C40 -8.444 -1.188 3.114
C41 -8.575 -0.555 1.894
C42 -9.144 0.711 1.854
C43 -9.564 1.324 3.027
C44 -9.419 0.670 4.243
C45 -8.858 -0.599 4.292
H49 -8.239 -1.050 0.992
H50 -9.263 1.216 0.905
H51 -10.008 2.310 2.992
H52 -9.745 1.146 5.158
H53 -8.744 -1.129 5.228
F7 1.675 2.885 -10.560
C46 1.760 2.379 -9.319
C47 2.985 1.941 -8.855
C48 3.069 1.423 -7.571
C49 1.933 1.342 -6.777
C50 0.709 1.784 -7.263
C51 0.619 2.311 -8.544
H54 3.856 2.008 -9.493
H55 4.022 1.082 -7.191
H56 2.004 0.933 -5.777
H57 -0.178 1.719 -6.645
H58 -0.322 2.667 -8.942
F8 5.757 -2.259 1.462
C52 6.699 -2.410 2.427
C53 6.461 -1.882 3.679
C54 7.424 -2.042 4.665
C55 8.604 -2.717 4.384
C56 8.822 -3.237 3.116
C57 7.863 -3.088 2.125
H59 5.536 -1.355 3.875
H60 7.252 -1.640 5.654
H61 9.354 -2.837 5.155
H62 9.743 -3.759 2.895
H63 8.012 -3.491 1.132

Output
DFT total energy in hartree: -3630.35344
Total charge: +1
E_HOMO in eV: -10.722

***

3.
DFT (the ωB97M-V functional and the def2-TZVPD basis) results for 2 unconnected molecules or ions with the total composition C3H10NO2.

Cartesian coordinates (Å):
O1 1.286 0.176 -1.115
C1 1.943 -0.422 -1.935
O2 2.149 0.076 -3.130
H1 2.404 -1.385 -1.688
H2 2.697 -0.510 -3.677
C2 -0.030 -0.453 1.636
N1 -0.646 0.634 0.795
C3 -2.115 0.497 0.672
H3 -0.709 -0.657 2.458
H4 0.009 -1.348 1.026
H5 0.960 -0.164 1.975
H6 -0.190 0.609 -0.128
H7 -0.379 1.528 1.205
H8 -2.328 -0.478 0.258
H9 -2.488 1.259 -0.002
H10 -2.565 0.639 1.651

Output
Energy above the lowest of the compared OMol25 structures with the same formula, charge and spin in kcal per mole: 6.31
DFT total energy in hartree: -325.30748
Total charge: +1
E_HOMO in eV: -15.054